A structure of composition C14H32NO3P2Ru, computed with the ωB97M-V functional and the def2-TZVPD basis.

E_HOMO (spin up / spin down)   -3.93 / -8.22 eV
Strongest force on any atom   3.83 eV Å⁻¹
Kohn-Sham gap (spin up / spin down)   4.4760 / 6.2877 eV

```
! RIJCOSX wB97M-V def2-TZVPD def2/J DEFGRID3
* xyz 0 6
C -0.730 0.789 -4.208
C -0.761 0.311 -2.892
N 0.044 0.853 -1.951
C 0.804 1.923 -2.242
C 0.779 2.491 -3.514
C 0.027 1.913 -4.523
C -1.669 -0.814 -2.468
P -1.945 -0.761 -0.652
Ru 0.093 -0.001 -0.002
P 1.889 1.328 0.233
C 1.683 2.501 -1.162
O -0.525 -3.307 -2.969
O 0.407 -3.483 -0.427
H -1.350 0.281 -4.939
H 1.390 3.368 -3.681
H 0.015 2.327 -5.530
C -3.391 0.314 -0.472
C -2.453 -2.418 -0.138
H 2.686 2.744 -1.544
H 1.246 3.425 -0.751
H -1.237 -1.823 -2.760
H -2.654 -0.739 -2.956
C 2.339 2.339 1.672
C 3.391 0.410 -0.276
H 0.598 -2.645 0.071
H 0.379 -4.194 0.237
H 0.012 -3.483 -2.153
H 0.089 -3.259 -3.721
H -0.992 1.024 0.592
H 1.275 -0.989 -0.456
H -4.236 -0.056 -1.070
H -3.654 0.337 0.595
H -3.095 1.321 -0.795
H -3.328 -2.772 -0.700
H -1.610 -3.112 -0.281
H -2.690 -2.376 0.932
H 4.244 1.095 -0.382
H 3.591 -0.364 0.478
H 3.163 -0.081 -1.232
H 3.229 2.947 1.459
H 1.504 3.003 1.931
H 2.543 1.683 2.529
C -0.165 0.337 3.436
C 0.632 -0.802 2.813
C 0.777 -1.990 3.779
O 0.069 -1.304 1.626
H -1.099 -0.038 3.879
H -0.432 1.103 2.696
H 0.421 0.780 4.258
H 1.649 -0.404 2.597
H -0.222 -2.300 4.107
H 1.282 -2.829 3.292
H 1.352 -1.688 4.659
*
```


A cluster of 2 separate species, C6H14OP in total, computed with the ωB97M-V functional and the def2-TZVPD basis.

E_HOMO   -13.12 eV
Strongest force on any atom   4.76 eV Å⁻¹
Kohn-Sham gap   9.7900 eV

```
! RIJCOSX wB97M-V def2-TZVPD def2/J DEFGRID3
* xyz 1 1
C 4.597 0.304 1.598
C 3.226 0.301 1.014
C 2.075 1.425 1.465
P 0.480 0.362 1.816
H 4.879 1.083 2.430
H 5.338 -0.537 1.191
H 2.830 -0.509 0.233
H 2.386 1.999 2.444
H 1.868 2.182 0.596
H -0.513 1.158 2.491
H 0.907 -0.814 2.542
H 0.054 -0.099 0.489
C -2.430 0.230 -2.667
C -2.292 -0.727 -1.513
O -1.244 -0.809 -0.875
C -3.485 -1.578 -1.171
H -1.491 0.779 -2.799
H -2.644 -0.323 -3.585
H -3.228 0.948 -2.461
H -3.745 -2.212 -2.022
H -4.330 -0.941 -0.898
H -3.240 -2.220 -0.318
*
```


A structure of composition C24H38F6N7NiO8S2, computed with the ωB97M-V functional and the def2-TZVPD basis.

E_HOMO (spin up / spin down)   -11.64 / -11.64 eV
Strongest force on any atom   4.58 eV Å⁻¹
Kohn-Sham gap (spin up / spin down)   9.6697 / 9.6667 eV

```
! RIJCOSX wB97M-V def2-TZVPD def2/J DEFGRID3
* xyz 1 3
Ni 0.409 -0.545 -0.076
C 2.580 0.332 -3.897
F 2.657 0.192 -5.214
F 3.788 0.572 -3.416
F 1.756 1.327 -3.621
S 1.854 -1.354 -3.076
O 1.536 -2.310 -4.139
O 2.872 -1.866 -2.184
N 0.455 -0.743 -2.100
S -0.715 -0.859 -3.182
O -1.873 -0.137 -2.654
O -0.382 -0.583 -4.609
C -1.214 -2.754 -3.043
F -1.161 -3.368 -4.260
F -0.441 -3.427 -2.144
F -2.491 -2.718 -2.609
C 1.041 1.476 3.601
C 0.161 0.277 3.189
O 0.102 -0.012 2.006
N -0.548 -0.352 4.146
C -1.375 -1.545 3.917
H 2.080 1.189 3.443
H 0.801 1.906 4.573
H 0.746 2.278 2.924
H -0.501 -0.022 5.099
H -2.291 -1.270 3.394
H -1.540 -2.078 4.854
H -0.829 -2.188 3.228
C 3.895 1.492 1.426
C 3.445 0.538 0.320
O 2.216 0.330 0.110
N 4.376 -0.190 -0.348
C 5.830 -0.211 -0.095
H 4.821 1.985 1.130
H 3.992 0.852 2.303
H 3.149 2.276 1.557
H 4.065 -0.865 -1.032
H 6.143 -0.366 0.937
H 6.404 0.612 -0.522
H 6.217 -1.096 -0.601
C 2.749 -2.232 2.761
C 2.273 -2.801 1.413
O 1.434 -2.133 0.747
N 2.735 -3.981 0.976
C 2.341 -4.683 -0.180
H 3.523 -1.490 2.564
H 3.263 -2.977 3.369
H 1.931 -1.769 3.313
H 3.565 -4.297 1.457
H 1.276 -4.510 -0.330
H 2.644 -5.726 -0.095
H 2.814 -4.269 -1.071
C 0.816 3.368 -1.075
C -0.210 2.679 -0.190
O -0.420 1.476 -0.286
N -0.904 3.463 0.643
C -2.042 3.087 1.499
H 1.486 4.061 -0.566
H 0.298 3.942 -1.843
H 1.406 2.672 -1.672
H -0.666 4.443 0.606
H -1.873 3.182 2.572
H -2.513 2.150 1.203
H -2.755 3.878 1.265
N -4.147 2.180 -1.091
C -3.330 2.840 -1.964
C -3.693 3.983 -2.702
C -4.995 4.406 -2.508
C -5.811 3.829 -1.519
C -5.360 2.751 -0.822
H -2.405 2.335 -2.202
H -3.095 4.407 -3.494
H -5.525 5.164 -3.065
H -6.844 4.060 -1.306
H -5.935 2.147 -0.136
N -1.540 -1.364 0.221
C -1.819 -2.726 0.483
C -3.072 -3.342 0.606
C -4.202 -2.503 0.553
C -3.981 -1.139 0.355
C -2.694 -0.616 0.164
H -0.915 -3.313 0.540
H -3.167 -4.414 0.701
H -5.186 -2.942 0.618
H -4.833 -0.483 0.251
H -2.648 0.430 -0.099
*
```


A cluster of 2 separate species, C4H12N2 in total, computed with the ωB97M-V functional and the def2-TZVPD basis.

SMILES   C=NC.CCN
E_HOMO   -8.86 eV
Strongest force on any atom   3.95 eV Å⁻¹
Kohn-Sham gap   9.9250 eV

```
! RIJCOSX wB97M-V def2-TZVPD def2/J DEFGRID3
* xyz 0 1
C -1.116 1.893 1.709
N -1.490 0.820 1.059
C -1.577 -0.424 1.882
H -0.710 1.706 2.789
H -1.331 2.880 1.312
H -2.637 -0.485 2.111
H -0.914 -0.301 2.737
H -1.166 -1.408 1.444
C 0.284 -1.202 -1.876
C 1.582 -0.619 -1.557
N 1.463 0.763 -1.114
H -0.315 -0.475 -2.488
H 0.295 -2.088 -2.475
H -0.354 -1.471 -1.003
H 2.132 -1.041 -0.754
H 2.297 -0.676 -2.347
H 1.322 0.775 -0.139
H 2.236 1.355 -1.291
*
```


A cluster of 2 separate species, C2H3FN2O in total, computed with the ωB97M-V functional and the def2-TZVPD basis.

E_HOMO (spin up / spin down)   -10.01 / -10.00 eV
Strongest force on any atom   4.85 eV Å⁻¹
Kohn-Sham gap (spin up / spin down)   9.5026 / 9.4966 eV

```
! RIJCOSX wB97M-V def2-TZVPD def2/J DEFGRID3
* xyz 0 1
C 0.853 -0.724 0.037
C -1.403 -0.075 -0.078
N 2.112 -0.993 -0.010
N 1.710 0.238 0.536
O -0.386 -1.050 -0.228
F 2.372 1.711 -0.227
H -1.364 0.764 -0.792
H -1.401 0.536 0.931
H -2.493 -0.407 -0.168
*
```


A cluster of 6 separate species, C25H50Cl2NO12P in total, computed with the ωB97M-V functional and the def2-TZVPD basis.

SMILES   C[C@H](Cl)[C@H](Cl)P(C)CON=O.CCOC(C)=O.CCOC(C)=O.CCOC(C)=O.CCOC(C)=O.CCOC(C)=O
E_HOMO   -8.43 eV
Strongest force on any atom   1.09 eV Å⁻¹
Kohn-Sham gap   8.7984 eV

```
! RIJCOSX wB97M-V def2-TZVPD def2/J DEFGRID3
* xyz 0 1
C 2.424 0.199 -1.595
C 0.920 0.111 -1.306
Cl -0.023 1.402 -2.104
C 0.568 0.072 0.174
Cl 1.459 1.378 1.025
P 0.977 -1.651 0.795
C -0.613 -2.337 1.384
C 2.056 -1.465 2.287
O 3.427 -1.381 1.870
N 3.818 -2.620 1.305
O 4.616 -2.462 0.477
H 2.659 1.161 -2.039
H 3.020 0.029 -0.705
H 2.691 -0.579 -2.307
H 0.575 -0.833 -1.719
H -0.484 0.302 0.318
H -0.961 -1.936 2.333
H -1.337 -2.152 0.592
H -0.460 -3.410 1.443
H 1.939 -2.362 2.889
H 1.831 -0.569 2.852
C 2.297 4.722 1.751
C 0.906 5.178 1.373
O 0.010 5.191 2.492
C -0.089 6.234 3.337
C 0.949 7.333 3.284
O -0.969 6.236 4.152
H 2.772 5.399 2.462
H 2.923 4.666 0.861
H 2.258 3.738 2.218
H 0.914 6.148 0.876
H 0.465 4.469 0.673
H 1.732 7.105 4.006
H 0.469 8.264 3.574
H 1.401 7.480 2.307
C -1.584 -6.033 4.887
C -0.794 -5.356 3.787
O 0.152 -4.416 4.306
C 1.389 -4.775 4.702
C 1.725 -6.238 4.856
O 2.176 -3.910 4.976
H -0.940 -6.622 5.542
H -2.336 -6.696 4.459
H -2.083 -5.288 5.507
H -0.302 -6.066 3.124
H -1.463 -4.766 3.163
H 1.550 -6.528 5.892
H 2.780 -6.367 4.632
H 1.162 -6.898 4.201
C -2.093 -8.656 -0.457
C -2.395 -7.236 -0.025
O -1.244 -6.588 0.524
C -0.316 -5.957 -0.224
C -0.325 -6.136 -1.720
O 0.531 -5.315 0.337
H -1.352 -8.683 -1.256
H -3.000 -9.145 -0.813
H -1.693 -9.226 0.381
H -2.822 -6.641 -0.833
H -3.125 -7.240 0.783
H 0.344 -6.957 -1.976
H 0.055 -5.224 -2.172
H -1.308 -6.335 -2.140
C 2.057 5.656 -5.742
C 3.288 5.293 -4.939
O 3.342 5.990 -3.691
C 2.720 5.548 -2.580
C 1.713 4.427 -2.681
O 2.940 6.105 -1.538
H 1.141 5.366 -5.227
H 2.076 5.160 -6.712
H 2.017 6.734 -5.900
H 3.376 4.217 -4.783
H 4.184 5.608 -5.470
H 0.717 4.853 -2.796
H 1.743 3.857 -1.756
H 1.896 3.730 -3.495
C -4.899 4.245 -3.966
C -5.567 3.413 -2.891
O -5.127 2.053 -2.912
C -4.012 1.635 -2.276
C -3.037 2.653 -1.732
O -3.797 0.456 -2.214
H -3.821 4.304 -3.816
H -5.301 5.259 -3.966
H -5.071 3.800 -4.945
H -5.440 3.844 -1.897
H -6.639 3.361 -3.075
H -2.276 2.844 -2.484
H -2.562 2.231 -0.853
H -3.491 3.597 -1.437
*
```


A cluster of 2 separate species, C6H9N2O2 in total, computed with the ωB97M-V functional and the def2-TZVPD basis.

E_HOMO   -3.98 eV
Strongest force on any atom   7.17 eV Å⁻¹
Kohn-Sham gap   7.9508 eV

```
! RIJCOSX wB97M-V def2-TZVPD def2/J DEFGRID3
* xyz -1 1
C 3.523 -1.381 1.044
C 2.100 -0.913 0.682
O 1.247 -1.845 0.585
O 1.812 0.226 0.386
H 3.782 -2.520 0.970
H 3.839 -1.269 2.070
H 4.335 -0.977 0.510
C -2.556 1.939 -1.774
C -1.561 0.293 1.256
C -1.156 -0.104 -0.896
C -1.983 1.071 -0.687
N -0.826 -0.452 0.430
N -2.224 1.321 0.655
H 0.063 -1.206 0.437
H -1.283 0.123 2.295
H -1.142 -0.656 -1.756
H -1.888 2.726 -2.138
H -3.567 2.358 -1.459
H -2.514 1.266 -2.611
*
```


A structure of composition C8H12Cl2N2O4PrY, computed with the ωB97M-V functional and the def2-TZVPD basis.

E_HOMO (spin up / spin down)   -20.67 / -20.67 eV
Strongest force on any atom   8.40 eV Å⁻¹
Kohn-Sham gap (spin up / spin down)   3.1434 / 4.0252 eV

```
! RIJCOSX wB97M-V def2-TZVPD def2/J DEFGRID3
* xyz 4 3
Pr -0.550 0.247 -4.835
Y 0.427 0.659 -1.607
Cl -0.844 -1.622 -2.687
Cl -0.621 2.488 -3.031
C 1.784 2.403 -0.917
C 0.647 -1.619 -5.930
C 0.746 1.576 -6.442
O 2.346 3.314 -0.477
O 0.965 -2.545 -6.507
O 1.123 2.257 -7.298
C 1.922 -0.599 0.561
N 0.863 -0.424 1.612
C 1.370 -0.475 2.990
C -0.425 -0.180 1.305
O -0.747 0.177 0.077
N -1.530 -0.223 2.078
C -1.613 -0.429 3.504
C -2.799 -0.014 1.395
H 2.540 -1.452 0.880
H 2.605 0.274 0.545
H 1.619 -1.027 -0.441
H 1.098 0.436 3.548
H 1.009 -1.387 3.489
H 2.461 -0.522 2.899
H -2.120 0.444 3.939
H -2.229 -1.318 3.693
H -0.639 -0.549 3.947
H -2.848 0.970 0.896
H -2.995 -0.789 0.632
H -3.562 -0.070 2.183
*
```


A structure of composition C14H46O13Rb, computed with the ωB97M-V functional and the def2-TZVPD basis.

E_HOMO   -11.81 eV
Strongest force on any atom   4.07 eV Å⁻¹
Kohn-Sham gap   9.3078 eV

```
! RIJCOSX wB97M-V def2-TZVPD def2/J DEFGRID3
* xyz 1 1
Rb -1.328 -0.572 -0.712
O -2.525 -1.762 -3.053
H -2.202 -2.561 -3.469
H -3.031 -1.323 -3.737
O -0.748 1.771 -2.660
H -1.696 1.685 -2.555
H -0.606 2.707 -2.801
O -3.904 -2.315 -0.584
H -3.974 -2.571 -1.504
H -4.752 -2.546 -0.205
C 1.530 0.019 2.375
C 1.630 -1.484 1.894
O 1.686 -1.471 0.464
O 0.250 0.570 1.990
H 2.346 0.674 2.070
H 1.545 0.143 3.458
H 0.679 -1.964 2.126
H 2.535 -2.008 2.204
H 2.446 -0.983 0.139
H -0.090 1.244 2.583
C 3.498 0.677 -1.823
C 4.551 -0.295 -2.274
O 4.934 -0.315 -3.663
O 3.229 0.615 -0.458
H 2.593 0.753 -2.427
H 3.939 1.651 -2.033
H 4.419 -1.333 -1.970
H 5.451 -0.037 -1.716
H 5.838 -0.172 -3.951
H 3.274 1.497 -0.081
C -4.838 3.170 -0.448
C -3.590 3.075 -1.313
O -3.464 1.789 -1.688
O -6.023 3.022 -1.278
H -4.803 4.140 0.047
H -4.852 2.421 0.344
H -2.680 3.262 -0.744
H -3.612 3.702 -2.204
H -4.218 1.591 -2.248
H -6.459 3.875 -1.227
C -2.695 -1.881 5.143
C -1.911 -2.328 3.829
O -0.858 -3.220 4.269
O -3.387 -2.863 5.828
H -3.428 -1.105 4.922
H -1.876 -1.429 5.702
H -1.438 -1.390 3.539
H -2.653 -2.777 3.169
H -1.251 -3.987 4.691
H -4.129 -3.061 5.252
C 2.829 5.570 1.017
C 2.241 4.113 1.059
C 1.224 3.778 -0.092
O 3.225 3.172 0.823
H 3.762 5.557 0.455
H 2.989 5.801 2.070
H 2.158 6.374 0.712
H 1.662 4.090 1.982
H 0.733 2.829 0.125
H 1.814 3.623 -0.995
H 0.579 4.649 -0.206
H 3.995 3.339 1.372
C -0.092 -4.343 -0.758
C 0.459 -4.041 -2.129
C 1.858 -3.523 -2.162
O 0.458 -5.273 -2.837
H 0.100 -3.508 -0.084
H 0.358 -5.280 -0.430
H -1.171 -4.361 -0.912
H -0.166 -3.288 -2.610
H 2.132 -3.575 -3.216
H 2.482 -4.073 -1.458
H 1.653 -2.505 -1.831
H 1.365 -5.425 -3.112
*
```